Formula: C32H63Cl32FNOP
Source: the OMol25 dataset
Level of theory: ωB97M-V with the def2-TZVPD basis set

Structure (XYZ):
```
131
C32H63Cl32FNOP, DFT ωB97M-V with the def2-TZVPD basis set
Cl 3.3840 -2.3058 -3.0652
Cl 5.6670 -12.1837 1.4128
Cl -4.9680 9.7124 -2.4153
Cl -8.0192 5.4649 2.0940
Cl 4.5428 -11.6471 6.3261
Cl -5.1461 -2.6168 -1.7348
Cl -5.1489 6.0329 1.9707
Cl 0.3192 2.1355 5.3650
Cl -5.6433 6.9096 -1.9085
Cl 0.8170 3.6537 -7.8605
Cl 0.5367 -5.7802 -0.6175
Cl 0.8889 -9.3240 -1.5206
Cl -2.1947 4.1468 -11.5474
Cl 3.3511 -5.0719 -0.8987
Cl 1.3874 -1.4339 -5.0228
Cl -4.3423 -3.6491 2.8319
Cl 1.2872 8.9745 -3.4137
Cl -7.8524 -3.0084 -0.6781
Cl 4.1541 -0.7252 4.5958
Cl 2.6790 2.0809 9.0581
Cl 5.7049 -3.9971 1.2806
Cl 0.5002 5.0195 -12.2806
Cl 6.9588 -12.9902 5.3745
Cl 0.2598 4.4981 -5.0854
Cl 3.1928 8.7568 -5.6196
Cl 4.4692 1.6545 6.7862
Cl -2.2898 1.1672 6.3275
Cl 1.2407 -10.9339 0.8975
Cl 1.5666 -1.8071 5.4480
Cl 5.0538 -12.8573 -1.3676
Cl -3.8225 -1.3084 1.1575
Cl 8.2746 -3.3940 0.0116
P -0.4835 1.3436 0.6654
F -4.2928 2.8451 0.9157
O 0.2440 0.8208 -2.3112
N 0.9411 0.2584 0.4883
C -0.4744 1.0507 2.5035
C 1.9165 -5.7019 -1.7181
C -0.6119 4.6674 -10.9519
C 5.7867 -11.7022 5.0699
C -3.2210 2.9930 3.0017
C -5.0579 -2.3819 1.8282
C -2.1133 0.9674 -2.9601
C 4.1092 2.6627 8.1906
C 6.5170 -3.4084 -0.1756
C 0.1774 3.6256 -0.9769
C 0.6826 -2.0197 -0.4847
C -3.1520 2.3134 1.6262
C -1.9155 2.6606 0.8018
C -0.2819 3.5141 -6.4701
C -6.8782 -2.5889 -2.0932
C 1.4340 -1.7061 1.9104
C 4.4856 -12.8955 0.3033
C 0.6355 2.7794 0.2258
C 0.6407 -9.4112 0.2264
C 2.6730 -0.9283 -3.9189
C 1.3519 4.2583 -1.7485
C 0.6106 6.2558 -3.3198
C -0.6764 1.7293 6.7723
C -1.0593 0.3251 -2.0352
C -6.5503 5.3905 1.1085
C 0.9495 -0.9959 0.6362
C -1.5373 0.4154 -0.5531
C -5.5476 8.5407 -1.2280
C 2.7096 9.6829 -4.1956
C 0.8339 5.2483 -2.7047
C -1.3424 -0.1268 3.0039
C 3.1397 -1.1934 5.9713
H -0.3202 2.4729 -6.1680
H -1.5210 3.5941 1.2249
H -0.7733 -0.8045 3.6428
H 0.2199 1.3842 -3.0920
H 1.6639 -5.0428 -2.5422
H 0.5471 -2.2082 2.3154
H 3.4503 -0.4344 -4.4906
H -6.3518 4.3555 0.8511
H 3.6513 -1.9690 6.5295
H -0.1782 0.9426 7.3274
H 2.2507 -0.2488 -3.1842
H 0.3147 7.1419 -3.8577
H 3.5648 -12.3292 0.3723
H 2.1319 -6.6986 -2.0862
H -0.7792 2.6152 7.3879
H -3.3841 2.2583 3.7943
H -0.1911 3.8761 -10.3445
H -1.7122 1.0478 -3.9760
H 1.4338 -2.8104 -0.4397
H 3.5269 9.6830 -3.4841
H -0.3312 -2.4264 -0.4483
H -1.6941 -0.6030 -0.1829
H -4.0039 3.7509 2.9939
H -1.0655 -0.7372 -2.3090
H -2.1583 0.2750 3.6110
H -0.6598 1.9828 3.0334
H 1.9042 -1.0222 2.6127
H 0.5739 0.8368 2.7095
H 2.9736 -0.3284 6.5972
H 5.3090 -11.8828 4.1140
H -1.8409 -0.7245 2.2267
H 0.7623 3.4484 1.0844
H -7.0821 -3.3069 -2.8788
H -5.5955 -2.8448 1.0101
H -2.5490 0.8260 -0.6024
H 3.9231 3.6757 7.8535
H -0.7406 5.5646 -10.3581
H -0.3843 4.4837 -0.5871
H 6.1796 -2.3979 -0.3753
H -6.5368 8.8380 -0.8993
H -2.2866 3.5003 3.2592
H 6.3078 -10.7521 5.0525
H 1.9543 3.5074 -2.2687
H -3.3733 1.2474 1.6902
H -1.2668 3.8505 -6.7748
H 4.9576 2.6402 8.8643
H 2.1411 -2.5077 1.6710
H 4.3165 -13.9264 0.5915
H 1.6318 2.3896 0.0038
H -0.5276 3.1320 -1.6475
H -5.7337 -1.7926 2.4372
H 2.4758 10.6962 -4.5004
H -4.8615 8.5238 -0.3888
H 1.1721 -8.5906 0.6940
H -2.4836 1.9161 -2.5674
H 0.8752 -1.4912 -1.4216
H -6.6951 5.9826 0.2133
H -2.9446 0.2585 -3.0314
H 1.9720 4.7557 -0.9971
H -0.4205 -9.3355 0.4314
H -2.3021 2.9516 -0.1815
H 6.2607 -4.0600 -1.0033
H -7.1485 -1.5907 -2.4168
```

Properties
Calculated total energy ... -450462.11041 eV
Multiplicity ... 1
Lowest unoccupied orbital energy ... 0.2 eV
HOMO-LUMO gap ... 7.33 eV
Net charge ... 0

Mulliken population analysis, charges in e, atoms 1 to 99: number 1, Cl, carries -0.10; number 2, Cl, carries -0.15; number 3, Cl, carries -0.16; number 4, Cl, carries -0.19; number 5, Cl, carries -0.16; number 6, Cl, carries -0.09; number 7, Cl, carries -0.16; number 8, Cl, carries -0.03; number 9, Cl, carries -0.17; number 10, Cl, carries -0.21; number 11, Cl, carries -0.16; number 12, Cl, carries -0.16; number 13, Cl, carries -0.16; number 14, Cl, carries -0.09; number 15, Cl, carries -0.19; number 16, Cl, carries -0.18; number 17, Cl, carries -0.14; number 18, Cl, carries -0.16; number 19, Cl, carries -0.17; number 20, Cl, carries -0.16; number 21, Cl, carries -0.16; number 22, Cl, carries -0.16; number 23, Cl, carries -0.15; number 24, Cl, carries -0.11; number 25, Cl, carries -0.15; number 26, Cl, carries -0.07; number 27, Cl, carries -0.13; number 28, Cl, carries -0.18; number 29, Cl, carries -0.12; number 30, Cl, carries -0.16; number 31, Cl, carries 0.10; number 32, Cl, carries -0.17; number 33, P, carries 3.08; number 34, F, carries -0.44; number 35, O, carries -0.24; number 36, N, carries -0.61; number 37, C, carries -1.09; number 38, C, carries -0.28; number 39, C, carries 0.03; number 40, C, carries 0.03; number 41, C, carries -1.34; number 42, C, carries -0.07; number 43, C, carries -1.82; number 44, C, carries -0.34; number 45, C, carries -0.13; number 46, C, carries -0.30; number 47, C, carries -0.05; number 48, C, carries 1.73; number 49, C, carries -2.48; number 50, C, carries -0.25; number 51, C, carries -0.31; number 52, C, carries -1.21; number 53, C, carries 0.19; number 54, C, carries -1.96; number 55, C, carries -0.19; number 56, C, carries 0.27; number 57, C, carries -0.32; number 58, C, carries -0.12; number 59, C, carries -0.35; number 60, C, carries 0.06; number 61, C, carries 0.32; number 62, C, carries 0.48; number 63, C, carries -0.84; number 64, C, carries -0.22; number 65, C, carries -0.27; number 66, C, carries -0.90; number 67, C, carries -0.59; number 68, C, carries 0.01; number 69, H, carries 0.15; number 70, H, carries 0.93; number 71, H, carries 0.11; number 72, H, carries 0.18; number 73, H, carries 0.25; number 74, H, carries 0.24; number 75, H, carries 0.39; number 76, H, carries 0.00; number 77, H, carries 0.35; number 78, H, carries 0.26; number 79, H, carries -0.35; number 80, H, carries 0.65; number 81, H, carries -0.15; number 82, H, carries 0.26; number 83, H, carries 0.36; number 84, H, carries 0.20; number 85, H, carries 0.02; number 86, H, carries 0.48; number 87, H, carries 0.01; number 88, H, carries 0.27; number 89, H, carries 0.19; number 90, H, carries -0.09; number 91, H, carries 0.37; number 92, H, carries 0.34; number 93, H, carries -0.08; number 94, H, carries 0.41; number 95, H, carries 0.05; number 96, H, carries 0.90; number 97, H, carries -0.10; number 98, H, carries 0.01; number 99, H, carries -0.20